# 1
ORCA calculation (wB97M-V/def2-TZVPD) on a molecular structure, C72H83I3N9ORbS3Sb at a distorted geometry.

CARTESIAN COORDINATES (ANGSTROEM)
Rb1 -0.016 0.104 -0.135
C1 -1.044 -4.318 -0.796
C2 0.177 -4.549 0.054
C3 1.126 -5.509 -0.282
C4 2.243 -5.721 0.512
C5 2.423 -4.962 1.660
C6 1.492 -4.000 2.034
C7 1.643 -3.199 3.302
C8 0.370 -3.809 1.221
N1 -0.555 -2.803 1.597
C9 -1.496 -3.058 2.402
C10 -1.781 -4.416 2.989
C11 -2.375 -1.905 2.856
C12 -3.660 -2.244 3.567
N2 -1.936 -0.736 2.655
C13 -2.650 0.427 3.025
C14 -2.231 1.145 4.147
C15 -1.155 0.581 5.031
C16 -2.849 2.359 4.424
C17 -3.860 2.852 3.609
C18 -4.275 2.114 2.510
C19 -3.687 0.889 2.211
C20 -4.128 0.075 1.025
H1 -0.944 -4.821 -1.760
H2 -1.202 -3.253 -0.973
H3 -1.947 -4.702 -0.309
H4 0.983 -6.096 -1.184
H5 2.976 -6.468 0.233
H6 3.300 -5.114 2.280
H7 2.612 -3.394 3.760
H8 0.867 -3.462 4.028
H9 1.553 -2.125 3.110
H10 -1.085 -5.156 2.602
H11 -2.800 -4.733 2.755
H12 -1.697 -4.389 4.079
H13 -4.296 -2.872 2.938
H14 -4.203 -1.341 3.832
H15 -3.457 -2.810 4.479
H16 -0.348 0.154 4.434
H17 -1.549 -0.220 5.664
H18 -0.742 1.351 5.684
H19 -2.530 2.923 5.294
H20 -4.332 3.801 3.838
H21 -5.072 2.484 1.874
H22 -5.044 0.486 0.607
H23 -4.318 -0.965 1.290
H24 -3.364 0.062 0.246
N3 -0.879 2.587 -0.107
S1 -1.525 3.773 -0.636
N4 -1.075 4.361 -2.148
S2 -1.668 3.929 -3.495
N5 -1.902 2.480 -3.919
S3 -0.754 1.238 -3.893
N6 -0.335 0.613 -2.657
C21 0.583 1.936 -4.872
C22 1.548 2.570 -4.106
C23 2.692 3.059 -4.713
C24 2.876 2.894 -6.081
C25 1.910 2.246 -6.839
C26 0.753 1.763 -6.240
C27 -1.602 0.201 -5.076
C28 -2.367 0.672 -6.139
C29 -2.897 -0.241 -7.039
C30 -2.655 -1.601 -6.875
C31 -1.905 -2.056 -5.798
C32 -1.383 -1.152 -4.883
C33 -0.659 4.848 -4.647
C34 0.373 5.663 -4.212
C35 1.088 6.393 -5.153
C36 0.772 6.292 -6.500
C37 -0.261 5.461 -6.920
C38 -0.984 4.732 -5.993
C39 -3.264 4.664 -3.797
C40 -4.268 3.948 -4.425
C41 -5.448 4.606 -4.747
C42 -5.604 5.950 -4.438
C43 -4.586 6.648 -3.795
C44 -3.407 6.005 -3.466
C45 -3.304 3.753 -0.777
C46 -4.106 4.843 -0.454
C47 -5.480 4.739 -0.618
C48 -6.032 3.565 -1.116
C49 -5.215 2.490 -1.440
C50 -3.843 2.571 -1.260
C51 -1.218 5.278 0.276
C52 -1.451 5.162 1.643
C53 -1.165 6.237 2.468
C54 -0.643 7.409 1.931
C55 -0.410 7.512 0.566
C56 -0.706 6.445 -0.274
H25 1.400 2.633 -3.038
H26 3.452 3.547 -4.115
H27 3.781 3.255 -6.554
H28 2.060 2.107 -7.903
H29 0.015 1.244 -6.836
H30 -2.539 1.734 -6.257
H31 -3.491 0.107 -7.876
H32 -3.060 -2.309 -7.587
H33 -1.725 -3.117 -5.669
H34 -0.815 -1.466 -4.014
H35 0.608 5.710 -3.158
H36 1.898 7.036 -4.832
H37 1.334 6.862 -7.229
H38 -0.504 5.384 -7.972
H39 -1.800 4.090 -6.306
H40 -4.119 2.899 -4.652
H41 -6.247 4.065 -5.239
H42 -6.524 6.458 -4.697
H43 -4.714 7.694 -3.549
H44 -2.602 6.533 -2.967
H45 -3.672 5.763 -0.085
H46 -6.116 5.577 -0.365
H47 -7.104 3.487 -1.250
H48 -5.653 1.579 -1.826
H49 -3.189 1.737 -1.499
H50 -1.840 4.233 2.052
H51 -1.340 6.155 3.533
H52 -0.416 8.245 2.581
H53 -0.005 8.426 0.152
H54 -0.546 6.516 -1.340
I1 3.572 -0.114 0.754
I2 5.018 -1.795 2.273
C57 1.447 -3.421 -3.752
Sb1 1.890 -2.014 -2.170
C58 2.925 -0.666 -3.482
C59 3.662 -3.134 -1.678
H55 2.365 -3.619 -4.308
H56 0.693 -3.042 -4.445
H57 1.087 -4.356 -3.316
H58 3.793 -1.170 -3.911
H59 3.242 0.219 -2.929
H60 2.251 -0.354 -4.281
H61 4.243 -3.279 -2.591
H62 3.363 -4.103 -1.280
H63 4.277 -2.627 -0.934
C60 -5.218 -3.619 -1.778
C61 -4.934 -2.320 -2.546
C62 -6.033 -1.287 -2.272
C63 -4.831 -2.595 -4.048
C64 -3.646 -1.773 -2.058
N7 -2.656 -1.358 -1.642
H64 -6.177 -4.028 -2.103
H65 -5.264 -3.435 -0.704
H66 -4.441 -4.360 -1.969
H67 -6.997 -1.696 -2.579
H68 -5.848 -0.375 -2.842
H69 -6.082 -1.035 -1.211
H70 -5.790 -2.973 -4.408
H71 -4.063 -3.341 -4.257
H72 -4.582 -1.686 -4.600
I3 0.984 2.555 2.529
C65 2.238 1.777 4.028
C66 2.918 2.642 4.873
C67 3.725 2.080 5.849
C68 3.815 0.700 5.938
C69 3.091 -0.065 5.039
N8 2.311 0.463 4.090
H73 2.820 3.714 4.765
H74 4.276 2.715 6.531
H75 4.435 0.223 6.686
H76 3.136 -1.148 5.066
C70 4.665 3.191 -0.973
N9 3.298 3.660 -0.818
C71 3.094 5.090 -0.685
C72 2.256 2.822 -0.777
O1 2.327 1.593 -0.846
H77 5.129 3.682 -1.832
H78 4.663 2.116 -1.131
H79 5.250 3.420 -0.080
H80 3.447 5.614 -1.577
H81 3.639 5.475 0.180
H82 2.033 5.297 -0.543
H83 1.281 3.316 -0.698

The value obtained for the relative energy (zero: lowest compared OMol25 entry of this formula, charge and spin) is 0.000 eV. The charge is +1. The calculation puts the highest occupied orbital energy at -9.35 eV. As for the spin multiplicity: 1. The frontier orbital gap is 7.2 eV. The calculation puts the total energy at -5713.07042 Eh.

***

# 2
ORCA calculation (wB97M-V/def2-TZVPD) on 2 unconnected molecules or ions with the total composition C4H10NO2S at a distorted geometry.

CARTESIAN COORDINATES (ANGSTROEM)
C1 -0.444 0.353 0.390
N1 -0.899 1.576 -0.345
C2 -0.509 1.457 -1.891
O1 0.831 1.803 -1.997
C3 0.845 -0.413 0.127
C4 0.556 -1.876 0.080
S1 -0.556 -2.573 -1.087
H1 -1.184 -0.449 0.163
H2 -0.358 0.386 1.554
H3 -1.131 2.196 -2.484
H4 -0.681 0.385 -2.210
H5 1.525 -0.264 0.970
H6 1.328 -0.112 -0.831
H7 0.260 -1.960 1.189
H8 1.433 -2.487 0.061
H9 -0.237 2.343 -0.145
H10 -0.696 0.051 3.497
O2 -0.084 -0.418 2.959

The value obtained for the relative energy (zero: lowest compared OMol25 entry of this formula, charge and spin) is 8.682 eV. The charge is -1. The calculation puts the highest occupied orbital energy at -3.96 eV. As for the spin multiplicity: 1. The frontier orbital gap is 3.7 eV. The calculation puts the total energy at -761.60233 Eh.

***

# 3
ORCA calculation (wB97M-V/def2-TZVPD) on a molecular structure, C10H30LiO5S5 at a distorted geometry.

CARTESIAN COORDINATES (ANGSTROEM)
Li1 0.936 0.049 0.191
C1 -2.893 -1.470 1.618
S1 -1.706 -1.982 0.319
O1 -0.491 -1.196 0.737
C2 -1.541 -3.566 0.981
H1 -3.415 -0.475 1.443
H2 -2.476 -1.409 2.516
H3 -3.915 -2.009 1.408
H4 -1.127 -3.531 1.965
H5 -1.039 -4.168 0.444
H6 -2.617 -4.083 0.964
C3 1.955 -2.993 0.359
S2 3.385 -1.889 0.094
O2 2.706 -0.501 0.354
C4 4.453 -2.171 1.551
H7 1.334 -2.828 -0.473
H8 1.628 -2.948 1.337
H9 2.467 -4.033 0.019
H10 5.231 -2.890 1.275
H11 3.985 -2.561 2.558
H12 4.849 -1.130 1.761
C5 -1.935 1.968 -1.104
S3 -2.599 3.334 -2.002
O3 -1.709 3.438 -3.226
C6 -4.166 2.630 -2.393
H13 -0.714 2.053 -0.880
H14 -1.948 1.060 -1.723
H15 -2.444 1.824 -0.104
H16 -4.135 1.680 -3.000
H17 -4.464 3.199 -3.041
H18 -4.715 2.799 -1.553
C7 1.210 2.103 3.853
S4 0.269 2.475 2.428
O4 0.964 1.733 1.266
C8 -1.224 1.550 2.766
H19 0.608 2.215 4.738
H20 2.061 2.568 4.053
H21 1.540 1.196 3.820
H22 -1.526 2.045 3.617
H23 -0.941 0.413 3.067
H24 -1.778 1.250 1.826
C9 1.994 -0.628 -3.580
S5 0.563 0.308 -3.193
O5 0.634 0.131 -1.648
C10 1.337 1.923 -3.534
H25 2.968 -0.241 -3.143
H26 2.096 -0.381 -4.836
H27 1.926 -1.582 -3.227
H28 1.666 2.117 -4.538
H29 2.218 1.946 -2.877
H30 0.517 2.672 -3.235

The value obtained for the relative energy (zero: lowest compared OMol25 entry of this formula, charge and spin) is 0.985 eV. The charge is +1. The calculation puts the highest occupied orbital energy at -11.09 eV. As for the spin multiplicity: 1. The frontier orbital gap is 9.0 eV. The calculation puts the total energy at -2773.22004 Eh.

***

# 4
ORCA calculation (wB97M-V/def2-TZVPD) on a molecular structure, C30H38N3P2SSeSiTi at a distorted geometry.

CARTESIAN COORDINATES (ANGSTROEM)
Ti1 -0.408 0.347 -0.912
C1 2.330 1.994 1.480
N1 1.882 0.642 1.050
P1 2.293 0.551 -0.675
C2 4.071 0.202 -0.501
C3 4.613 -0.412 0.625
C4 5.982 -0.607 0.703
C5 6.812 -0.191 -0.330
C6 6.272 0.422 -1.451
C7 4.903 0.618 -1.538
C8 1.604 -1.102 -1.150
C9 2.008 -2.322 -0.609
C10 1.418 -3.501 -1.027
C11 0.400 -3.483 -1.976
C12 0.017 -2.294 -2.571
C13 0.635 -1.102 -2.187
P2 0.228 0.260 1.416
C14 0.236 -1.516 1.806
C15 -0.819 -2.261 1.276
C16 -0.962 -3.601 1.603
C17 -0.058 -4.197 2.469
C18 0.997 -3.460 2.993
C19 1.148 -2.122 2.667
C20 -0.152 1.028 3.005
C21 -1.396 1.642 3.132
C22 -1.781 2.174 4.354
C23 -0.923 2.100 5.440
C24 0.317 1.485 5.312
C25 0.704 0.937 4.102
H1 3.375 2.117 1.193
H2 2.257 2.090 2.558
H3 1.738 2.799 1.031
H4 3.975 -0.711 1.447
H5 6.407 -1.080 1.578
H6 7.881 -0.340 -0.260
H7 6.916 0.757 -2.252
H8 4.477 1.103 -2.409
H9 2.800 -2.340 0.127
H10 1.759 -4.445 -0.623
H11 -0.071 -4.408 -2.280
H12 -0.743 -2.285 -3.341
H13 0.510 -0.197 -2.827
H14 -1.544 -1.781 0.625
H15 -1.784 -4.171 1.190
H16 -0.183 -5.234 2.749
H17 1.697 -3.926 3.674
H18 1.975 -1.561 3.080
H19 -2.054 1.700 2.272
H20 -2.747 2.647 4.461
H21 -1.220 2.514 6.394
H22 0.983 1.427 6.162
H23 1.666 0.448 4.025
C26 -5.769 -0.904 -2.605
Si1 -5.330 0.172 -1.144
C27 -5.459 2.028 -1.329
C28 -5.413 -0.513 0.591
Se1 -2.637 0.081 -1.378
H24 -6.853 -0.985 -2.714
H25 -5.365 -1.909 -2.486
H26 -5.366 -0.491 -3.529
H27 -6.486 2.365 -1.168
H28 -5.157 2.350 -2.326
H29 -4.820 2.530 -0.603
H30 -6.450 -0.605 0.920
H31 -4.892 0.146 1.286
H32 -4.949 -1.497 0.649
C29 -1.302 2.659 -4.931
N2 -1.279 2.477 -3.486
C30 -0.226 2.670 -2.720
N3 0.984 2.831 -3.260
S1 -0.394 2.746 -0.999
H33 -2.337 2.691 -5.257
H34 -0.799 1.843 -5.453
H35 -0.829 3.605 -5.201
H36 -2.142 2.233 -3.022
H37 1.105 2.959 -4.254
H38 1.723 3.161 -2.660

The value obtained for the relative energy (zero: lowest compared OMol25 entry of this formula, charge and spin) is 2.258 eV. The charge is +2. The calculation puts the highest occupied orbital energy (spin up / spin down) at -13.34 / -13.35 eV. As for the spin multiplicity: 2. The expectation value of S² is 0.76. The frontier orbital gap (spin up / spin down) is 7.1 / 7.2 eV. The calculation puts the total energy at -5951.11285 Eh.

***

# 5
ORCA calculation (wB97M-V/def2-TZVPD) on 10 unconnected molecules or ions with the total composition C45H102BrINO13P2S9 at a distorted geometry.

CARTESIAN COORDINATES (ANGSTROEM)
C1 5.687 -2.447 1.343
C2 6.006 -2.961 -0.141
C3 5.658 -1.919 -1.314
C4 4.379 -0.967 -0.971
C5 3.113 -1.901 -0.688
C6 1.761 -1.112 -0.300
C7 1.966 0.036 0.796
C8 1.367 1.475 0.416
C9 1.611 1.951 -1.094
C10 0.802 3.355 -1.267
C11 -0.524 3.204 -2.160
C12 -1.556 2.088 -1.633
C13 -2.898 2.715 -0.957
C14 -4.235 1.964 -1.531
C15 -4.836 1.042 -0.387
P1 -5.785 -0.558 -0.907
C16 -5.523 -1.353 0.850
C17 -6.782 -1.121 1.841
O1 -7.354 -2.041 2.485
O2 -7.250 0.210 2.185
C18 -7.988 0.112 3.419
C19 -9.592 -0.100 3.437
O3 -7.360 0.154 4.496
C20 -6.405 0.333 -2.525
C21 -6.132 -0.100 -3.975
C22 -6.751 0.761 -5.092
N1 -7.533 1.935 -5.023
C23 -7.823 2.388 -3.706
C24 -7.325 1.615 -2.481
C25 -4.284 -1.367 -1.707
I1 -2.494 -1.632 -0.397
C26 -4.363 -2.767 -2.460
C27 -4.097 -4.100 -1.577
P2 -7.245 -2.136 -1.550
O4 -8.829 -1.422 -1.342
Br1 -7.362 -3.929 -0.238
H1 4.655 -2.783 1.727
H2 5.761 -1.321 1.492
H3 6.453 -2.929 2.050
H4 7.148 -3.129 -0.185
H5 5.533 -3.993 -0.333
H6 6.581 -1.260 -1.487
H7 5.455 -2.511 -2.266
H8 4.245 -0.282 -1.881
H9 4.713 -0.324 -0.093
H10 2.893 -2.454 -1.680
H11 3.282 -2.717 0.089
H12 1.269 -0.782 -1.272
H13 1.056 -1.909 0.153
H14 3.047 0.193 1.136
H15 1.397 -0.311 1.741
H16 1.916 2.238 1.088
H17 0.279 1.495 0.755
H18 2.742 2.091 -1.259
H19 1.217 1.247 -1.898
H20 1.512 4.040 -1.865
H21 0.551 3.840 -0.261
H22 -1.018 4.233 -2.341
H23 -0.163 2.870 -3.208
H24 -1.804 1.432 -2.551
H25 -1.032 1.366 -0.901
H26 -2.907 3.836 -1.240
H27 -2.837 2.682 0.180
H28 -4.968 2.833 -1.735
H29 -3.930 1.518 -2.518
H30 -3.985 0.867 0.347
H31 -5.580 1.708 0.201
H32 -6.966 0.062 -0.304
H33 -5.156 -2.423 0.838
H34 -4.716 -0.800 1.474
H35 -9.749 -1.101 2.883
H36 -9.867 -0.287 4.523
H37 -10.156 0.747 2.933
H38 -5.482 -0.992 -4.210
H39 -6.541 0.402 -6.166
H40 -8.430 3.357 -3.618
H41 -7.628 2.050 -1.460
H42 -3.850 -0.628 -2.487
H43 -3.402 -2.768 -3.124
H44 -5.174 -2.904 -3.251
H45 -4.391 -4.021 -0.489
H46 -2.984 -4.398 -1.597
H47 -4.657 -4.979 -2.060
H48 -8.764 -0.444 -1.338
C28 5.021 -6.328 5.131
S1 3.987 -5.704 3.790
O5 4.850 -5.596 2.570
C29 3.790 -4.041 4.463
H49 5.301 -7.357 4.901
H50 5.923 -5.718 5.221
H51 4.457 -6.307 6.064
H52 4.767 -3.574 4.595
H53 3.265 -4.096 5.418
H54 3.199 -3.453 3.760
C30 4.547 6.363 0.174
S2 4.174 5.125 1.432
O6 3.469 3.994 0.754
C31 2.923 6.103 2.292
H55 5.289 5.948 -0.509
H56 3.643 6.614 -0.383
H57 4.955 7.256 0.651
H58 2.120 6.370 1.603
H59 3.383 7.005 2.700
H60 2.518 5.504 3.108
C32 -6.141 -3.049 5.170
S3 -6.308 -3.735 6.830
O7 -5.155 -4.663 7.053
C33 -7.756 -4.750 6.466
H61 -5.263 -2.403 5.150
H62 -6.015 -3.854 4.444
H63 -7.027 -2.461 4.927
H64 -7.529 -5.450 5.660
H65 -8.590 -4.106 6.181
H66 -8.021 -5.307 7.366
C34 4.647 -10.505 -0.473
S4 6.026 -9.435 -0.007
O8 6.870 -10.192 0.969
C35 5.039 -8.254 0.934
H67 5.041 -11.346 -1.045
H68 4.146 -10.878 0.422
H69 3.944 -9.944 -1.092
H70 4.513 -8.767 1.742
H71 4.323 -7.766 0.270
H72 5.707 -7.504 1.357
C36 2.758 -9.128 7.157
S5 1.569 -7.882 6.612
O9 2.290 -6.574 6.547
C37 0.588 -7.883 8.127
H73 3.500 -9.263 6.370
H74 3.254 -8.796 8.070
H75 2.241 -10.073 7.332
H76 1.218 -7.628 8.981
H77 0.140 -8.868 8.271
H78 -0.203 -7.139 8.026
C38 -2.278 -0.102 -6.127
S6 -1.007 -1.108 -5.334
O10 -0.594 -0.403 -4.082
C39 0.272 -0.805 -6.572
H79 -3.169 -0.115 -5.497
H80 -1.926 0.926 -6.236
H81 -2.520 -0.523 -7.104
H82 0.466 0.266 -6.654
H83 -0.051 -1.204 -7.535
H84 1.184 -1.315 -6.257
C40 -5.241 -1.466 -10.659
S7 -3.887 -0.361 -10.206
O11 -3.014 -1.095 -9.240
C41 -4.897 0.793 -9.253
H85 -4.830 -2.296 -11.236
H86 -5.723 -1.853 -9.760
H87 -5.964 -0.924 -11.270
H88 -5.400 0.266 -8.441
H89 -5.632 1.262 -9.910
H90 -4.243 1.560 -8.836
C42 8.139 8.752 -1.418
S8 7.587 8.540 0.289
O12 6.198 9.086 0.382
C43 8.699 9.770 1.001
H91 7.544 8.098 -2.056
H92 7.997 9.789 -1.729
H93 9.191 8.476 -1.498
H94 8.524 10.743 0.540
H95 9.734 9.460 0.842
H96 8.502 9.836 2.070
C44 8.617 14.359 3.731
S9 7.274 13.416 2.978
O13 7.800 12.050 2.676
C45 7.242 14.339 1.427
H97 8.836 13.927 4.708
H98 9.508 14.306 3.104
H99 8.307 15.398 3.857
H100 8.219 14.286 0.942
H101 6.977 15.378 1.627
H102 6.490 13.892 0.776

The charge is -1. The calculation puts the highest occupied orbital energy at -4.01 eV. As for the spin multiplicity: 1. The frontier orbital gap is 5.3 eV. The calculation puts the total energy at -9946.22804 Eh.

***

Q: Which formula does entry 3 have?
A: C10H30LiO5S5

***

Q: Which formula does entry 5 have?
A: C45H102BrINO13P2S9

***

Q: Look up the total energy of the third one.
A: -2773.22004 Eh